The following is a quantum chemistry calculation of C2H6N2S in the gas phase, from the OMol25 dataset.

energy above the lowest of the compared OMol25 structures with the same formula, charge and spin: 1.027 eV
highest occupied orbital energy: -9.04 eV
structure (SMILES): [H]/N=C/NSC
total charge: 0
M: 90.2 g/mol

Positions of all 11 atoms, in Å:
S: -1.32685 -0.23758 0.35123
N: 2.21151 0.84418 -0.27023
N: 0.11109 0.69941 0.61536
C: -0.96448 -0.96766 -1.19974
C: 1.44054 0.18532 0.46460
H: -0.99429 -0.29932 -2.07259
H: -1.69139 -1.82181 -1.17843
H: 0.09160 1.57177 0.03793
H: 0.02412 -1.47868 -1.19630
H: 1.53228 -0.74626 0.97132
H: 3.15265 0.46457 -0.18681